145
Properties=species:S:1:pos:R:3:forces:R:3 method="wB97M-V/def2-TZVPD" multiplicity=1 gap_ev=8.5 max_force_ev_per_a=2.24 total_energy_ev=-174083.669 charge=0 e_homo_ev=-8.1874
C 4.555740 0.642615 0.455625 -0.9 -0.2 0.1
C 3.129734 1.236515 0.260273 1.4 -0.3 -0.2
C 2.622853 0.949149 -1.165970 -0.6 0.4 0.1
C 1.079537 0.862282 -1.297402 0.4 0.1 0.1
N 0.430417 0.348942 -0.078869 -0.4 -0.2 -0.3
C -0.935284 -0.150792 -0.383766 0.3 0.1 -0.6
C -0.842014 -1.654010 -0.719870 2.1 0.8 0.3
O -2.024098 -2.136757 -1.383339 -0.9 0.0 1.3
C -2.928828 -2.545552 -0.507569 0.8 -0.5 -1.6
N -3.720974 -3.148876 0.063251 -0.5 0.2 0.5
O -0.449458 -2.424289 0.355221 -0.7 0.0 -0.5
C 0.576718 -3.360847 0.021245 0.8 -0.4 0.5
C 1.976172 -2.710825 0.061963 -0.1 -0.4 0.0
C 2.729782 -2.899608 1.401536 0.8 0.6 -0.5
N 3.832221 -3.863399 1.191112 -0.5 0.1 0.2
N -1.944894 0.195388 0.554345 0.0 -0.1 -0.8
C -2.533670 1.526474 0.484881 -1.3 -0.1 0.2
C -2.816054 2.260232 1.813084 0.5 0.8 -0.3
C -1.685053 3.271583 2.187576 -0.8 -0.6 -0.2
Br -0.839085 2.831361 3.902761 0.0 0.2 -0.4
N -2.072219 -0.580367 1.722359 0.9 0.6 1.7
C -1.109327 -0.602217 2.494728 1.5 -0.6 -0.5
S 0.300211 -0.787718 3.235648 -2.0 0.1 -0.5
H 5.273462 1.079670 -0.244360 0.0 0.0 0.2
H 4.861020 0.762741 1.499416 0.2 0.2 -0.2
H 4.508720 -0.442141 0.282963 0.1 0.2 -0.1
H 2.508303 0.806593 1.049970 -0.2 0.1 -0.3
H 3.231271 2.318512 0.406517 -0.4 -0.1 0.1
H 2.951086 1.774174 -1.814010 0.0 -0.2 0.0
H 3.066907 0.042139 -1.592413 0.0 0.0 0.4
H 0.862210 0.187246 -2.135965 -0.1 0.2 0.2
H 0.652200 1.847218 -1.550742 0.1 -0.2 -0.1
H 0.292535 1.142727 0.535906 0.1 -0.1 0.3
H -1.207376 0.318281 -1.345554 -0.5 -0.1 0.3
H -0.048159 -1.718687 -1.477498 -0.4 0.0 -0.2
H 0.537750 -4.132574 0.798308 -0.1 0.1 -0.2
H 0.376370 -3.861030 -0.934552 -0.2 0.3 0.0
H 1.893541 -1.647785 -0.193072 -0.1 -0.2 0.1
H 2.599290 -3.177686 -0.715135 -0.2 0.1 0.1
H 3.175679 -1.929747 1.675309 -0.5 -0.1 0.3
H 2.083757 -3.233061 2.218068 0.0 0.0 -0.2
H 4.459242 -3.425447 0.525158 0.2 -0.2 0.0
H 4.379453 -3.987254 2.041474 -0.1 0.0 -0.1
H -3.500757 1.451983 -0.041948 0.2 0.0 0.1
H -1.915098 2.146453 -0.173657 0.0 -0.1 0.2
H -3.061846 1.599178 2.646256 0.2 -0.1 -0.2
H -3.713355 2.868373 1.636465 0.1 -0.2 0.1
H -0.944483 3.268496 1.385098 0.2 0.1 0.5
H -2.114974 4.269331 2.280483 0.3 -0.1 0.2
O 3.790252 -1.415794 4.403602 0.2 0.2 -0.3
C 3.744679 -0.510553 5.183770 -0.2 -0.5 0.1
C 2.701553 -0.313116 6.257547 -0.1 0.6 0.1
C 2.908706 1.144741 6.649670 -0.2 0.0 0.1
C 4.386728 1.342328 6.359127 0.0 0.2 0.1
O 4.671690 0.476469 5.246539 0.0 0.0 -0.1
H 2.912555 -0.992822 7.084833 0.0 -0.1 -0.1
H 1.703199 -0.487132 5.865469 0.1 -0.3 0.0
H 2.637679 1.370564 7.679818 0.1 0.0 0.0
H 2.314013 1.788181 5.997698 0.0 0.0 0.0
H 5.019334 1.046243 7.199608 0.0 0.0 0.0
H 4.623982 2.368396 6.085611 0.1 -0.1 -0.1
O -3.275864 5.428476 4.327667 -0.1 0.1 -0.3
C -4.110764 4.618084 4.606412 0.3 0.1 0.4
C -4.139725 3.731580 5.828566 -0.3 -0.5 -0.2
C -5.170084 2.676904 5.441637 0.1 -0.1 0.2
C -6.073515 3.447748 4.494944 -0.2 -0.2 0.0
O -5.213868 4.401298 3.845340 0.1 0.0 -0.1
H -4.462425 4.326442 6.685103 0.1 0.0 0.0
H -3.161506 3.298034 6.016212 0.1 0.3 0.1
H -5.702621 2.245402 6.287535 0.0 0.0 0.0
H -4.678028 1.863084 4.904540 0.0 0.0 0.0
H -6.859709 3.993856 5.022629 0.0 0.0 0.0
H -6.533790 2.808493 3.744103 0.0 0.2 -0.1
O -2.544259 2.058437 -2.539841 0.3 0.2 -0.2
C -2.829578 1.367179 -3.478552 -0.3 0.1 0.1
C -3.963212 0.369254 -3.552681 0.2 -0.4 -0.2
C -3.590243 -0.457856 -4.777534 -0.1 -0.1 0.1
C -2.816022 0.546879 -5.611914 -0.1 -0.2 -0.4
O -2.170465 1.414942 -4.655372 0.0 0.0 0.2
H -4.899179 0.913127 -3.694500 0.0 0.0 0.1
H -4.009405 -0.231910 -2.647149 -0.1 0.2 0.1
H -4.443182 -0.884879 -5.301360 0.0 0.1 -0.1
H -2.933877 -1.278470 -4.480049 0.0 0.0 0.0
H -3.467025 1.154109 -6.244708 0.1 0.0 0.0
H -2.065204 0.071900 -6.238672 0.1 0.2 0.0
O -2.234023 0.879418 -10.096929 0.0 -0.4 0.1
C -1.163628 0.992999 -9.581003 -0.4 0.5 -0.2
C -0.115273 2.032642 -9.900608 0.5 -0.2 0.1
C 1.132441 1.452383 -9.244811 0.1 0.2 -0.1
C 0.542547 0.656180 -8.093693 0.2 0.0 0.2
O -0.735567 0.195815 -8.565314 0.1 -0.1 0.0
H -0.414163 2.978927 -9.446817 -0.1 0.0 -0.1
H 0.000753 2.146298 -10.974905 -0.2 0.1 0.0
H 1.853993 2.201583 -8.922595 0.0 0.0 0.1
H 1.635982 0.779337 -9.941922 0.0 0.0 0.0
H 0.382527 1.270971 -7.203852 0.0 0.0 0.0
H 1.156139 -0.201637 -7.823920 -0.2 -0.1 0.0
O 5.972517 -5.221113 2.917237 0.1 -0.2 0.4
C 5.915353 -6.322524 2.446651 0.1 0.4 -0.3
C 5.384145 -6.684353 1.084634 -0.3 -0.6 0.0
C 5.196116 -8.189543 1.192845 -0.1 -0.1 -0.2
C 6.262294 -8.569169 2.204563 0.0 -0.2 -0.1
O 6.373756 -7.429715 3.080758 0.0 0.0 0.1
H 6.131339 -6.421659 0.332969 0.0 0.1 0.0
H 4.450290 -6.165068 0.888629 0.2 0.3 -0.1
H 5.290311 -8.715846 0.245813 0.1 0.0 0.0
H 4.206200 -8.406535 1.601349 0.0 0.0 0.0
H 7.234898 -8.743667 1.737747 0.0 0.1 0.0
H 5.991259 -9.447389 2.787790 0.1 0.1 0.2
O -3.906250 6.243715 10.273965 0.0 -0.2 -0.1
C -4.303584 6.829880 9.312264 0.2 0.2 0.4
C -5.032354 8.155550 9.296208 -0.4 0.0 -0.4
C -5.616678 8.190323 7.889051 -0.1 0.2 0.1
C -4.611145 7.362875 7.106537 0.0 0.1 -0.2
O -4.114780 6.387417 8.042619 -0.1 0.0 0.0
H -4.308199 8.955272 9.458841 0.0 0.0 0.1
H -5.801621 8.182214 10.062810 0.2 0.0 0.2
H -5.750950 9.193675 7.488373 0.1 0.0 0.0
H -6.589298 7.693878 7.883810 0.0 0.0 0.0
H -3.768831 7.958061 6.748475 0.0 0.0 0.0
H -5.063467 6.852124 6.258812 0.2 -0.1 0.0
O -2.687718 3.483005 -7.786208 0.2 0.1 -0.2
C -2.789174 4.382636 -7.004318 0.0 -0.4 0.2
C -3.819797 4.514938 -5.905638 -0.1 0.5 0.0
C -3.704260 5.985841 -5.524685 -0.2 0.0 0.1
C -2.251092 6.283088 -5.851907 0.0 0.2 0.2
O -1.933296 5.431841 -6.967354 -0.1 0.0 -0.1
H -3.538848 3.855937 -5.081370 0.0 -0.1 -0.1
H -4.810608 4.260606 -6.272949 0.1 -0.3 0.0
H -3.963333 6.198123 -4.488797 0.1 0.0 0.0
H -4.357854 6.582960 -6.163516 0.0 0.0 0.0
H -1.580238 6.035867 -5.025906 0.0 0.0 0.0
H -2.091865 7.321408 -6.135248 0.1 -0.1 -0.1
O 5.915303 -8.121122 -2.318651 -0.2 -0.1 0.3
C 5.306853 -9.057674 -2.746030 0.4 0.2 -0.2
C 5.100321 -9.405337 -4.203423 -0.5 -0.2 0.0
C 3.959518 -10.413270 -4.141532 0.0 0.0 -0.2
C 4.166672 -11.042363 -2.775465 -0.1 -0.2 0.0
O 4.724160 -9.998683 -1.956945 0.0 0.2 -0.1
H 6.018811 -9.848695 -4.591221 0.0 0.1 0.0
H 4.837344 -8.521083 -4.776992 0.3 0.1 0.0
H 3.963225 -11.138714 -4.953295 0.0 0.0 0.1
H 3.003411 -9.887193 -4.165875 0.0 0.0 0.0
H 4.874167 -11.874461 -2.804179 0.0 0.0 0.0
H 3.235278 -11.387628 -2.331808 0.1 0.1 0.2